{"formula": "H20O10", "method": "ωB97M-V with the def2-TZVPD basis set", "e_lumo_ev": -0.81, "e_above_lowest_kj_mol": 566.9, "multiplicity": 1, "largest_force_ha_per_bohr": 0.0855, "gap_ev": 10.1, "elements": ["O", "H", "H", "O", "H", "H", "O", "H", "H", "O", "H", "H", "O", "H", "H", "O", "H", "H", "O", "H", "H", "O", "H", "H", "O", "H", "H", "O", "H", "H"], "positions_angstrom": [[0.970164, 0.099271, 0.732080], [0.148644, -0.401539, 0.789383], [0.707730, 1.004282, 0.934747], [-1.124715, 0.594098, -0.686623], [-0.603541, 1.404844, -0.694356], [-1.928451, 0.836488, -0.213079], [3.511589, -2.573860, -0.763190], [2.727431, -2.179210, -0.365273], [4.200339, -1.913029, -0.629342], [-4.302043, -2.248084, 0.212030], [-4.684839, -1.379284, 0.378296], [-3.762561, -2.119685, -0.576298], [-1.893970, -1.977366, -0.454116], [-1.890103, -1.060932, -0.155580], [-1.487441, -1.941281, -1.327284], [-1.186032, -0.239672, -2.495123], [-0.933812, -0.183499, -3.423681], [-1.985158, -0.778512, -2.501362], [5.580617, -1.043256, 1.446919], [6.112631, -1.842967, 1.366840], [5.205084, -0.922383, 0.567513], [-3.267941, 3.600940, 0.270267], [-2.948134, 2.927136, -0.340226], [-2.474011, 3.897041, 0.729603], [-2.468067, -0.434589, 2.984311], [-2.486536, -0.258020, 2.036961], [-1.932321, 0.280490, 3.345737], [4.448011, 2.964675, -0.486884], [3.823592, 3.696818, -0.431593], [3.923853, 2.191076, -0.250678]], "forces_ev_per_a": [[0.57, 0.05, 0.43], [0.15, 0.01, -0.15], [0.13, -0.26, 0.12], [-0.84, 2.11, 3.76], [0.11, -0.11, -0.13], [-0.17, 0.48, 0.14], [0.07, 0.15, -0.02], [-0.02, 0.00, 0.04], [-0.22, -0.24, -0.16], [-0.87, 0.37, 0.11], [-0.23, -0.18, 0.07], [0.21, -0.27, 0.29], [0.16, -0.31, -0.33], [0.32, -0.43, -0.17], [0.58, -0.02, 0.36], [0.14, -1.46, -3.90], [-0.02, -0.28, -0.36], [-0.20, 0.27, -0.30], [0.01, -0.05, -0.19], [-0.04, 0.03, 0.07], [0.16, 0.16, 0.28], [0.26, -0.23, 0.02], [-0.14, 0.16, -0.10], [-0.12, 0.10, 0.02], [0.14, 0.23, -0.17], [-0.12, -0.19, 0.16], [-0.04, -0.07, 0.09], [-0.24, 0.00, 0.02], [0.13, -0.02, -0.02], [0.10, 0.01, 0.01]], "lowdin_charge": [-0.06, 0.02, 0.03, -0.11, 0.08, 0.06, -0.05, 0.03, 0.00, -0.07, 0.03, 0.00, -0.05, 0.00, 0.04, -0.07, 0.07, 0.05, -0.05, 0.04, 0.01, -0.05, 0.01, 0.04, -0.04, 0.00, 0.04, -0.06, 0.03, 0.02]}